This record from OMol25 describes a 15-piece molecular cluster, C28H86O15 overall in a non-equilibrium geometry. The level of theory is ωB97M-V/def2-TZVPD.

Each line ends with the Mulliken charge.
Atoms and positions in Å:
C1 -8.893788 25.557044 -0.613424  -0.982
C2 -9.913251 24.440724 -0.906557  0.544
O1 -11.243164 24.857513 -1.233976  -0.652
H1 -8.760927 26.286118 -1.412727  0.241
H2 -7.939686 25.122898 -0.314569  0.040
H3 -9.285869 26.181822 0.189087  0.357
H4 -10.014400 23.822306 -0.014685  0.225
H5 -9.651791 23.890998 -1.810728  -0.211
H6 -11.720851 24.087689 -1.551451  0.387
C3 -8.738665 20.935061 -1.688963  -0.255
C4 -7.941498 21.620959 -0.564797  -0.480
O2 -7.232031 22.684358 -1.067754  -0.464
H7 -8.006061 20.523322 -2.383125  0.037
H8 -9.443586 21.532837 -2.266760  -0.335
H9 -9.409525 20.173815 -1.290777  0.476
H10 -7.242572 20.954633 -0.059221  0.454
H11 -8.617315 21.993426 0.205037  0.385
H12 -6.844101 23.105458 -0.297175  0.193
C5 -5.570879 20.435882 -4.195876  -0.908
C6 -5.079459 21.464942 -3.192329  -0.169
O3 -5.810628 22.677087 -3.350756  0.111
H13 -6.638809 20.219450 -4.168104  -0.010
H14 -5.120746 19.490547 -3.892843  0.662
H15 -5.120180 20.571914 -5.178969  -0.045
H16 -4.004555 21.573832 -3.336636  0.196
H17 -5.299953 21.126353 -2.179976  0.362
H18 -6.437763 22.552731 -2.634629  -0.262
C7 -9.141693 22.512318 -10.068350  -0.558
C8 -10.440773 22.539334 -10.895314  -0.433
O4 -11.294299 21.586634 -10.332513  -0.557
H19 -8.422010 23.245608 -10.432297  0.480
H20 -8.742039 21.498962 -10.106772  0.038
H21 -9.267567 22.801893 -9.025089  -0.020
H22 -10.269969 22.325347 -11.950361  0.467
H23 -10.900027 23.526781 -10.849002  0.178
H24 -12.083908 21.653638 -10.874384  0.254
C9 -5.149722 21.777889 -10.173004  -1.367
C10 -5.618524 21.647731 -8.746263  0.703
O5 -6.096037 22.905018 -8.309308  -0.022
H25 -5.981332 21.897471 -10.867421  0.317
H26 -4.457100 20.968686 -10.404426  0.342
H27 -4.726773 22.766200 -10.353181  0.283
H28 -4.804384 21.263779 -8.131569  0.085
H29 -6.478924 20.997608 -8.587664  -0.269
H30 -6.533358 22.927110 -7.454982  -0.168
C11 -13.772803 21.640708 -6.762066  -0.469
C12 -12.721059 20.859559 -7.627412  -0.398
O6 -11.524883 21.644155 -7.680464  -0.363
H31 -14.674231 21.036071 -6.662431  0.478
H32 -14.073581 22.599120 -7.185227  0.043
H33 -13.236855 21.894891 -5.847599  -0.349
H34 -13.227477 20.810966 -8.591396  0.249
H35 -12.429706 19.834533 -7.398242  0.388
H36 -11.212090 21.443643 -8.565644  0.055
C13 -10.147592 24.963250 -5.056271  -1.054
C14 -10.703134 23.544562 -5.065512  1.289
O7 -9.932484 22.617504 -5.827675  -0.280
H37 -10.637508 25.672135 -4.388766  0.526
H38 -10.100903 25.383218 -6.061031  0.225
H39 -9.098762 24.787944 -4.816850  -0.146
H40 -11.740048 23.572838 -5.400322  -0.024
H41 -10.691785 23.229255 -4.022169  -0.894
H42 -10.401356 22.165228 -6.532807  0.056
C15 -7.408706 26.231949 -7.674197  -0.730
C16 -6.613193 26.398256 -9.004677  -0.347
O8 -5.504830 25.577068 -9.023650  -0.467
H43 -6.920444 26.810204 -6.889764  0.238
H44 -7.509079 25.191134 -7.366430  -0.022
H45 -8.381397 26.711095 -7.785516  0.502
H46 -6.491810 27.473984 -9.131852  0.389
H47 -7.131878 26.110420 -9.919128  0.250
H48 -5.756664 24.746559 -8.613258  0.227
C17 -3.972604 24.819767 -5.703831  0.353
C18 -2.709150 24.669533 -6.504051  -0.521
O9 -2.637091 25.783355 -7.359170  -0.611
H49 -3.820574 25.656439 -5.021948  0.216
H50 -4.147381 23.893076 -5.157222  -0.284
H51 -4.851981 24.925418 -6.339155  -0.106
H52 -2.845164 23.735356 -7.048934  0.213
H53 -1.864412 24.736345 -5.818446  0.342
H54 -3.376097 25.627359 -7.951754  0.360
C19 -9.013784 19.294059 -8.112804  -0.770
C20 -8.414348 19.050407 -6.749198  0.612
O10 -8.478217 17.679258 -6.520731  -0.612
H55 -8.287656 19.040293 -8.885098  0.410
H56 -9.281902 20.346504 -8.205399  -0.147
H57 -9.904498 18.680202 -8.246622  0.419
H58 -9.102491 19.524286 -6.049192  -0.068
H59 -7.458735 19.560299 -6.627128  -0.122
H60 -8.173526 17.419899 -5.648094  0.318
C21 -12.557294 20.734905 -2.936996  -0.738
C22 -13.350313 21.968859 -2.530637  -0.154
O11 -12.585561 22.514057 -1.409857  -0.501
H61 -12.515693 19.938531 -2.193915  0.426
H62 -11.506877 20.864549 -3.197604  -0.093
H63 -12.988497 20.285361 -3.831468  0.330
H64 -14.377484 21.729990 -2.255042  0.361
H65 -13.317100 22.688033 -3.349038  0.171
H66 -12.891177 22.016281 -0.648007  0.259
C23 -13.677241 24.503848 -9.389371  -1.175
C24 -12.506247 25.025222 -8.507905  0.270
O12 -11.933936 26.209862 -8.959872  -0.602
H67 -14.465595 25.256395 -9.405823  0.391
H68 -14.160703 23.610021 -8.995126  0.244
H69 -13.449213 24.315632 -10.438507  0.262
H70 -11.764107 24.227446 -8.537701  -0.092
H71 -12.789082 25.181625 -7.466924  0.408
H72 -11.677107 26.061979 -9.872983  0.366
C25 -6.241131 26.228203 -3.156370  -0.292
C26 -5.585168 26.361607 -1.774499  -0.305
O13 -4.974330 27.646353 -1.767264  -0.569
H73 -5.575068 26.480279 -3.981542  0.285
H74 -7.196787 26.752281 -3.169724  0.308
H75 -6.353328 25.151244 -3.281546  -0.196
H76 -4.797324 25.608493 -1.758919  0.213
H77 -6.336045 26.173994 -1.006982  0.153
H78 -4.203953 27.587672 -2.337072  0.351
C27 -1.075539 21.233173 -4.729497  -1.310
C28 -1.782089 21.130462 -6.044579  0.445
O14 -2.008605 19.777723 -6.319375  -0.603
H79 -0.053679 20.869954 -4.838921  0.368
H80 -1.594473 20.611342 -4.000035  0.306
H81 -0.971374 22.273016 -4.419692  0.325
H82 -1.058303 21.506686 -6.767552  0.418
H83 -2.671883 21.739054 -6.205765  -0.234
H84 -2.279385 19.663088 -7.233229  0.308
O15 -7.078418 22.890702 -5.795321  1.250
H85 -8.030198 22.830355 -5.713357  -0.139
H86 -6.748306 22.675523 -4.922988  -0.238

Forces on atoms 1 to 3 (eV/Å):
-1.36 0.26 0.04
-0.55 0.14 -0.85
0.43 1.70 0.38

Values from the calculation:
- Relative energy (zero: lowest compared OMol25 entry of this formula, charge and spin): 2.5486 eV
- LUMO: 0.248 eV
- HOMO energy: -9.302 eV
- Net charge: 0
- Gap between HOMO and LUMO: 0.35093 Ha